Record 1
# C18H15AsN5PS4Se2W

C18H15AsN5PS4Se2W as an isolated structure in a non-equilibrium geometry (wB97M-V/def2-TZVPD, OMol25).

Calculated values
frontier orbital gap	0.22053	Ha
energy above the lowest of the compared OMol25 structures with the same formula, charge and spin	0.0	kcal per mole
total energy	-272349.7542	eV
lowest unoccupied orbital energy	-1.13	eV
max |F|	2.1	eV/A

Geometry as XYZ:
```
47
C18H15AsN5PS4Se2W wB97M-V/def2-TZVPD
W 0.61 1.91 -0.69
Se -0.85 0.65 1.32
P -1.08 -0.98 -0.08
Se 0.32 -0.57 -1.69
C -2.80 -1.08 -0.65
C -3.09 -1.23 -2.01
C -4.41 -1.32 -2.43
C -5.43 -1.29 -1.50
C -5.15 -1.15 -0.14
C -3.84 -1.04 0.28
C -0.77 -2.58 0.73
C -1.14 -2.78 2.06
C -0.88 -4.00 2.67
C -0.26 -5.02 1.96
C 0.10 -4.82 0.63
C -0.15 -3.61 0.02
H -2.28 -1.23 -2.73
H -4.63 -1.42 -3.48
H -6.46 -1.36 -1.83
H -5.95 -1.12 0.58
H -3.62 -0.90 1.33
H -1.60 -1.98 2.62
H -1.17 -4.15 3.70
H -0.05 -5.96 2.44
H 0.59 -5.61 0.08
H 0.13 -3.45 -1.02
N 3.60 -0.46 1.50
C 2.37 -0.35 1.01
N 2.24 0.86 0.49
C 3.45 1.44 0.71
N 4.31 0.67 1.32
C 3.64 2.81 0.27
C 4.84 3.50 0.36
N 4.95 4.75 -0.08
C 3.86 5.29 -0.61
C 2.65 4.61 -0.70
N 2.54 3.36 -0.25
H 4.01 -1.26 1.96
H 1.62 -1.12 1.06
H 5.71 3.03 0.80
H 3.93 6.30 -0.98
H 1.78 5.09 -1.13
S -1.69 2.12 -1.72
As -0.62 3.94 -1.57
S -0.33 3.89 0.59
S 1.72 1.93 -2.61
S -0.72 5.70 -2.60
```

Record 2
# C18H15AuCl2NO2

C18H15AuCl2NO2 as an isolated structure (wB97M-V/def2-TZVPD, OMol25).

Calculated values
frontier orbital gap (alpha / beta)	0.29450 / 0.21407	Ha
energy above the lowest of the compared OMol25 structures with the same formula, charge and spin	0.0	kcal per mole
total charge	+1
multiplicity	3
total energy	-53223.7233	eV
lowest unoccupied orbital energy (alpha / beta)	-3.63 / -6.05	eV
max |F|	0.2	eV/A

Geometry as XYZ:
```
39
C18H15AuCl2NO2 wB97M-V/def2-TZVPD
Au 1.19 -0.08 0.23
C 1.48 -3.59 -2.45
C 0.14 -3.77 -2.76
C -0.82 -2.88 -2.32
C -0.45 -1.77 -1.55
C 0.90 -1.64 -1.25
C 1.88 -2.50 -1.68
C -1.40 -0.76 -1.05
C -2.77 -0.76 -1.38
C -3.58 0.22 -0.89
C -3.04 1.25 -0.09
C -3.83 2.31 0.42
C -3.25 3.30 1.17
C -1.86 3.27 1.42
C -1.08 2.26 0.95
C -1.66 1.22 0.19
N -0.89 0.19 -0.28
H 2.22 -4.29 -2.81
H -0.16 -4.62 -3.36
H -1.86 -3.05 -2.58
H 2.92 -2.34 -1.44
H -3.17 -1.53 -2.02
H -4.63 0.23 -1.13
H -4.89 2.32 0.21
H -3.85 4.11 1.55
H -1.42 4.08 1.99
H -0.01 2.27 1.12
C 4.54 2.17 0.49
C 3.33 1.31 0.39
O 3.26 0.17 0.91
O 2.29 1.73 -0.24
H 5.43 1.55 0.49
H 4.49 2.70 1.44
H 4.56 2.90 -0.32
Cl 0.54 -2.21 2.14
C 1.29 -1.25 3.45
Cl 0.84 0.45 3.34
H 2.37 -1.33 3.34
H 0.94 -1.65 4.39
```

Record 3
# C18H15BNO7

A 2-piece molecular cluster, C18H15BNO7 overall in a non-equilibrium geometry (wB97M-V/def2-TZVPD, OMol25).

Calculated values
frontier orbital gap	0.17830	Ha
total charge	-1
total energy	-35392.4980	eV
lowest unoccupied orbital energy	0.12	eV
max |F|	8.2	eV/A

Geometry as XYZ:
```
42
C18H15BNO7 wB97M-V/def2-TZVPD
N 5.28 -0.45 -0.18
C 5.10 0.77 -0.79
C 3.81 1.24 -1.69
C 2.36 0.67 -1.17
C 1.85 1.18 0.33
C 0.41 0.65 0.89
C -0.04 1.20 2.41
B -1.26 2.31 2.11
O -2.57 2.29 2.79
O -0.92 3.33 1.06
C -0.55 -0.35 -0.02
C -0.11 -0.85 -1.55
C 1.38 -0.32 -2.08
C -1.10 -1.82 -2.49
O -0.60 -2.52 -3.52
C -2.71 -1.83 -2.06
C -3.93 -2.31 -3.06
C -5.50 -2.28 -2.50
C -5.93 -1.76 -1.01
C -4.73 -1.28 0.00
C -3.16 -1.34 -0.54
C -2.00 -0.88 0.54
O -2.34 -0.99 1.85
H 4.44 -1.02 -0.39
H 6.00 1.55 -0.69
H 4.06 1.02 -2.81
H 3.76 2.43 -1.59
H 2.50 1.90 0.97
H -0.41 0.31 3.11
H 0.86 1.70 2.98
H -3.25 2.16 2.04
H -1.27 2.90 0.22
H 1.81 -0.62 -3.14
H -3.71 -2.68 -4.15
H -6.38 -2.66 -3.20
H -7.04 -1.74 -0.60
H -4.92 -0.88 1.10
C 4.18 0.54 3.18
O 5.39 0.24 3.27
O 3.42 -0.40 3.74
O 3.60 1.53 2.68
H 4.22 -0.93 3.97
```

Copy entry 3 word for word.
# C18H15BNO7

A 2-piece molecular cluster, C18H15BNO7 overall in a non-equilibrium geometry (wB97M-V/def2-TZVPD, OMol25).

Calculated values
frontier orbital gap	0.17830	Ha
total charge	-1
total energy	-35392.4980	eV
lowest unoccupied orbital energy	0.12	eV
max |F|	8.2	eV/A

Geometry as XYZ:
```
42
C18H15BNO7 wB97M-V/def2-TZVPD
N 5.28 -0.45 -0.18
C 5.10 0.77 -0.79
C 3.81 1.24 -1.69
C 2.36 0.67 -1.17
C 1.85 1.18 0.33
C 0.41 0.65 0.89
C -0.04 1.20 2.41
B -1.26 2.31 2.11
O -2.57 2.29 2.79
O -0.92 3.33 1.06
C -0.55 -0.35 -0.02
C -0.11 -0.85 -1.55
C 1.38 -0.32 -2.08
C -1.10 -1.82 -2.49
O -0.60 -2.52 -3.52
C -2.71 -1.83 -2.06
C -3.93 -2.31 -3.06
C -5.50 -2.28 -2.50
C -5.93 -1.76 -1.01
C -4.73 -1.28 0.00
C -3.16 -1.34 -0.54
C -2.00 -0.88 0.54
O -2.34 -0.99 1.85
H 4.44 -1.02 -0.39
H 6.00 1.55 -0.69
H 4.06 1.02 -2.81
H 3.76 2.43 -1.59
H 2.50 1.90 0.97
H -0.41 0.31 3.11
H 0.86 1.70 2.98
H -3.25 2.16 2.04
H -1.27 2.90 0.22
H 1.81 -0.62 -3.14
H -3.71 -2.68 -4.15
H -6.38 -2.66 -3.20
H -7.04 -1.74 -0.60
H -4.92 -0.88 1.10
C 4.18 0.54 3.18
O 5.39 0.24 3.27
O 3.42 -0.40 3.74
O 3.60 1.53 2.68
H 4.22 -0.93 3.97
```

What did the first record say?
# C18H15AsN5PS4Se2W

C18H15AsN5PS4Se2W as an isolated structure in a non-equilibrium geometry (wB97M-V/def2-TZVPD, OMol25).

Calculated values
frontier orbital gap	0.22053	Ha
energy above the lowest of the compared OMol25 structures with the same formula, charge and spin	0.0	kcal per mole
total energy	-272349.7542	eV
lowest unoccupied orbital energy	-1.13	eV
max |F|	2.1	eV/A

Geometry as XYZ:
```
47
C18H15AsN5PS4Se2W wB97M-V/def2-TZVPD
W 0.61 1.91 -0.69
Se -0.85 0.65 1.32
P -1.08 -0.98 -0.08
Se 0.32 -0.57 -1.69
C -2.80 -1.08 -0.65
C -3.09 -1.23 -2.01
C -4.41 -1.32 -2.43
C -5.43 -1.29 -1.50
C -5.15 -1.15 -0.14
C -3.84 -1.04 0.28
C -0.77 -2.58 0.73
C -1.14 -2.78 2.06
C -0.88 -4.00 2.67
C -0.26 -5.02 1.96
C 0.10 -4.82 0.63
C -0.15 -3.61 0.02
H -2.28 -1.23 -2.73
H -4.63 -1.42 -3.48
H -6.46 -1.36 -1.83
H -5.95 -1.12 0.58
H -3.62 -0.90 1.33
H -1.60 -1.98 2.62
H -1.17 -4.15 3.70
H -0.05 -5.96 2.44
H 0.59 -5.61 0.08
H 0.13 -3.45 -1.02
N 3.60 -0.46 1.50
C 2.37 -0.35 1.01
N 2.24 0.86 0.49
C 3.45 1.44 0.71
N 4.31 0.67 1.32
C 3.64 2.81 0.27
C 4.84 3.50 0.36
N 4.95 4.75 -0.08
C 3.86 5.29 -0.61
C 2.65 4.61 -0.70
N 2.54 3.36 -0.25
H 4.01 -1.26 1.96
H 1.62 -1.12 1.06
H 5.71 3.03 0.80
H 3.93 6.30 -0.98
H 1.78 5.09 -1.13
S -1.69 2.12 -1.72
As -0.62 3.94 -1.57
S -0.33 3.89 0.59
S 1.72 1.93 -2.61
S -0.72 5.70 -2.60
```

Question: Which value of total energy does entry 1 give?
Answer: -272349.7542 eV

Question: max |F| of number 2 (C18H15AuCl2NO2)?
Answer: 0.2 eV/A